*1*
Here is the molecule C18H21N3O3 from OMol25. Energies are from ωB97M-V/def2-TZVPD.

Calculated values
- highest occupied orbital energy (eV) = -8.4
- structure (SMILES) = Cc1ccc(OCC(=O)NCCCNC(=O)c2cccnc2)cc1
- orbital gap (eV) = 8.9
- lowest unoccupied orbital energy (eV) = 0.524

```
! RIJCOSX wB97M-V def2-TZVPD def2/J DEFGRID3
* xyz 0 1
O -3.5516 -0.8426 1.6362
O 1.4488 -1.4627 1.5083
O -0.5987 1.0046 0.9934
N 1.9956 -0.0804 -2.3844
N -0.1147 -2.9211 0.7882
N -1.4744 -0.8728 2.5301
C 1.9013 -0.6914 -1.2206
C -0.3124 -0.5393 -2.7657
C 0.7302 -1.8802 0.6180
C -1.6324 -3.3482 2.6984
C -1.7118 -1.9930 3.4106
C 0.2596 3.2089 -1.8351
C -1.9720 0.7647 0.8226
C 0.9103 0.0030 -3.1335
C -0.2710 -3.6120 2.0475
C -2.4192 -0.4060 1.7036
C 2.2043 2.6553 -0.5756
C 0.0614 1.8014 0.0940
C -0.4046 -1.1959 -1.5501
C 1.6293 3.3091 -1.6615
C 1.4374 1.9099 0.2915
C 0.7274 -1.2769 -0.7447
C -0.5291 2.4679 -0.9681
C 2.4853 4.0793 -2.6199
H 1.0279 0.5302 -4.0708
H -2.7175 -1.8795 3.8262
H -0.2139 3.7153 -2.6644
H 3.2704 2.7235 -0.4186
H -2.2132 0.5091 -0.2174
H -0.1499 -4.6861 1.8726
H -1.1726 -0.4443 -3.4104
H 3.1422 4.7626 -2.0846
H 3.1105 3.3925 -3.1898
H -0.9785 -1.9494 4.2176
H 2.8020 -0.7344 -0.6239
H -1.5943 2.4234 -1.1355
H -0.6995 -3.2211 0.0253
H 1.8762 4.6513 -3.3153
H 0.5368 -3.2659 2.6970
H -0.5355 -0.5102 2.4409
H -1.8303 -4.1292 3.4332
H -2.5684 1.6459 1.1003
H -2.4159 -3.3904 1.9394
H 1.8772 1.3830 1.1234
H -1.3525 -1.6078 -1.2286
*
```

***

*2*
Here is the molecule C18H21N3O3 from OMol25. Energies are from ωB97M-V/def2-TZVPD.

Calculated values
- highest occupied orbital energy (eV) = -9.1
- structure (SMILES) = CCOC(=O)c1c(C)nc(-c2ccccc2)nc1NC(=O)C(C)C
- orbital gap (eV) = 8.7
- lowest unoccupied orbital energy (eV) = -0.435

```
! RIJCOSX wB97M-V def2-TZVPD def2/J DEFGRID3
* xyz 0 1
O -2.7363 -2.9243 0.8656
O 0.0839 2.8176 0.1104
O -3.1271 -1.0026 -0.3849
N 0.7732 0.3835 -0.1892
N -1.2582 1.1507 -0.0265
N 1.4745 -2.0288 0.1014
C 5.8592 0.4900 -0.2462
C -2.1859 3.1095 -0.0346
C -0.3844 -0.1796 -0.1311
C -1.8775 4.8061 -0.4626
C -4.8900 -2.0418 -1.2776
C -2.3261 -1.8365 0.2854
C -4.3836 -1.1862 -0.1819
C 3.2093 -0.1723 -0.1093
C 3.5642 1.0511 -0.1457
C 0.1032 -2.2852 0.0759
C 4.0804 -1.3539 0.0645
C 5.5264 -0.9971 -0.0348
C -0.9711 2.3931 -0.1901
C 1.7018 -0.4994 0.0052
C -0.1312 -3.7272 0.3051
C -0.8856 -1.3152 -0.0071
C -2.8786 3.2103 1.3952
C 4.8370 1.3350 -0.3519
H -3.7721 3.9205 1.4447
H -1.0327 5.1258 0.1356
H -4.6746 -1.7371 0.7343
H 3.8603 -2.3320 0.2894
H -4.5156 -3.0366 -1.2912
H -0.9531 -3.9690 -0.3588
H -3.0512 2.9328 -0.6430
H -4.8002 -1.4811 -2.3686
H 5.1173 2.3344 -0.2903
H 6.9333 0.8590 -0.2048
H 0.6826 -4.2380 0.4037
H -4.9114 -0.1326 -0.2139
H -2.2483 0.6249 -0.0968
H -2.0326 3.7833 1.9690
H 2.7302 1.6277 -0.2057
H -2.7559 5.4973 -0.7325
H 6.2856 -1.7128 -0.2543
H -0.4547 -4.0685 1.4274
H -6.0597 -2.3680 -1.3009
H -1.5327 4.7425 -1.3548
H -3.1498 2.2510 1.5383
*
```

***

The structure with the least stability is *2*.

***

*1*
Here is the molecule C3H16Si5 from OMol25. Energies are from ωB97M-V/def2-TZVPD.

Calculated values
- highest occupied orbital energy (alpha / beta) (eV) = -7.4 / -9.2
- orbital gap (alpha / beta) (eV) = 8.0 / 7.1
- lowest unoccupied orbital energy (alpha / beta) (eV) = 0.587 / -2.092

```
! RIJCOSX wB97M-V def2-TZVPD def2/J DEFGRID3
* xyz 0 3
Si -1.8669 0.3478 0.1040
Si 3.8917 -1.0548 1.1151
Si -0.0664 1.0506 1.3626
Si 1.7745 1.4091 -0.0194
Si 3.3025 -0.1368 -0.8979
C -1.3455 -1.5619 -0.2715
C -3.4719 0.0191 1.0881
C -2.4359 1.3350 -1.4895
H -4.2858 0.7585 0.8642
H -3.3614 -0.0670 2.1536
H 4.6682 -2.2944 0.9147
H -1.9775 -2.4216 -0.5908
H -1.7981 2.1582 -1.6357
H -1.3201 -1.8322 0.8760
H -2.2299 0.7326 -2.3766
H 4.7040 -0.0687 1.9092
H 2.4810 2.4727 1.0912
H 1.5011 2.5651 -1.0185
H -3.8536 -0.9001 0.6841
H 4.2342 0.2178 -1.8787
H -3.4880 1.5823 -1.3433
H -0.3781 -1.6763 -0.5811
H 2.7061 -1.5635 1.7348
H 2.6159 -1.0714 -1.7945
*
```

***

*2*
Here is the molecule C3H16Si5 from OMol25. Energies are from ωB97M-V/def2-TZVPD.

Calculated values
- highest occupied orbital energy (alpha / beta) (eV) = -6.8 / -9.6
- orbital gap (alpha / beta) (eV) = 7.2 / 7.3
- lowest unoccupied orbital energy (alpha / beta) (eV) = 0.350 / -2.247

```
! RIJCOSX wB97M-V def2-TZVPD def2/J DEFGRID3
* xyz 0 3
Si 2.3463 -1.2581 2.5251
Si 2.8522 0.3657 0.8513
Si -0.8421 0.4650 -1.2176
Si -0.0021 -0.6858 2.9672
Si 0.7422 1.1823 0.3113
C -2.5575 1.1000 -0.6821
C -0.8485 0.9695 -3.1238
C -0.6953 -1.5554 -1.0458
H 3.5928 -0.2872 -0.2381
H 2.4083 -2.6095 2.3949
H -1.0682 -2.1567 -1.9225
H -2.7187 0.9012 0.3296
H -0.5204 0.3298 -3.8853
H 3.7349 1.4601 1.1667
H -1.2812 -1.9363 -0.2106
H -0.8756 -1.8528 3.1963
H -3.4950 0.7320 -1.2546
H -0.5089 1.9687 -3.0504
H 0.3108 -1.8642 -0.8768
H -0.2152 -0.0209 4.2374
H 2.9203 -0.9741 3.7987
H 1.2695 2.4945 -0.0670
H -1.8889 1.0559 -3.2823
H -2.6596 2.1766 -0.9216
*
```

***

The structure with the least stability is *2*.

***

*1*
Here is a structure of composition C5H12O3 from OMol25. Energies are from ωB97M-V/def2-TZVPD.

Calculated values
- highest occupied orbital energy (eV) = 0.2
- orbital gap (eV) = 5.7
- lowest unoccupied orbital energy (eV) = 5.940

```
! RIJCOSX wB97M-V def2-TZVPD def2/J DEFGRID3
* xyz -2 1
O -2.7245 -1.1152 2.6637
O 0.3324 3.4350 -1.9137
O 2.5680 -1.2449 -1.0883
C -2.1135 -1.2499 1.4595
C -0.8843 -0.3034 1.3103
C 1.7482 0.0905 -1.5521
C 0.9471 0.5470 -0.3556
C -0.1088 -0.4980 0.0020
H 0.6146 1.5767 -0.5615
H 1.1163 0.1951 -2.4464
H 2.6169 0.7081 -1.7302
H 1.7948 -1.2873 -1.7009
H -1.7030 -2.2829 1.2996
H -1.2552 0.7170 1.4516
H 0.4468 -1.4365 0.1359
H -0.8405 -0.7553 -0.7812
H 1.6205 0.6471 0.4938
H -0.6065 3.2934 -2.0853
H -2.8117 -0.9739 0.6262
H -0.2545 -0.5122 2.1818
*
```

***

*2*
Here is a structure of composition C5H12O3 from OMol25. Energies are from ωB97M-V/def2-TZVPD.

Calculated values
- highest occupied orbital energy (eV) = 0.3
- orbital gap (eV) = 6.5
- lowest unoccupied orbital energy (eV) = 6.755

```
! RIJCOSX wB97M-V def2-TZVPD def2/J DEFGRID3
* xyz -2 1
O 1.1818 -0.6342 2.8437
O 3.2088 -1.3379 1.6770
O -2.0161 0.4158 -3.7390
C -0.0976 -0.4047 0.6779
C 0.3814 0.1696 2.0618
C -1.2116 0.1007 -2.7211
C -1.4739 0.6050 -1.2501
C -0.2374 0.7327 -0.3169
H 2.2565 -0.9443 2.3020
H 0.6862 0.9675 -0.8542
H -0.1353 0.3463 -2.9862
H -0.2431 1.6591 0.3094
H 0.9413 1.1208 1.9470
H -0.5140 0.3777 2.7035
H -1.1494 -1.0551 -2.6169
H -1.0050 -1.0227 0.7500
H -2.1371 -0.0960 -0.7379
H -2.0745 1.5417 -1.2167
H 0.6800 -1.1839 0.4151
H 2.9591 -1.3578 0.7515
*
```

***

*3*
Here is a cluster of 2 separate species, C5H12O3 in total from OMol25. Energies are from ωB97M-V/def2-TZVPD.

Calculated values
- highest occupied orbital energy (eV) = 0.4
- orbital gap (eV) = 6.0
- lowest unoccupied orbital energy (eV) = 6.464

```
! RIJCOSX wB97M-V def2-TZVPD def2/J DEFGRID3
* xyz -2 1
O 2.2433 0.8394 1.5537
O -4.0321 -1.0146 -0.4134
O 3.6865 2.2205 0.0078
C -0.2961 -0.9136 -0.7344
C 0.9418 -0.0624 -0.2655
C -1.6336 -0.2209 -0.4830
C -2.7830 -1.1812 0.0966
C 0.9339 0.5875 1.1314
H 0.5363 -0.1449 1.8628
H -0.1800 -1.8874 -0.2601
H 0.3095 1.5011 1.1357
H 2.9935 1.6258 0.5191
H 1.8276 -0.7142 -0.2258
H 1.1964 0.6336 -1.0859
H -0.2156 -1.0868 -1.8206
H -2.4690 -2.2334 -0.1803
H 3.4010 2.2819 -0.9294
H -2.0956 0.2592 -1.3515
H -2.8073 -1.0905 1.2053
H -1.5575 0.6007 0.2375
*
```

***

The structure with the least stability is *1*.